*w*
Formula: C9H12N4
Source: OMol25
Level of theory: ωB97M-V/def2-TZVPD

```
! RIJCOSX wB97M-V def2-TZVPD def2/J DEFGRID3
* xyz 0 1
C 2.316 -1.843 0.054
C 1.080 -1.167 -0.371
N 1.739 0.138 -0.413
C 0.941 1.204 -0.938
C 0.250 1.608 0.307
C -0.298 0.395 0.946
N -1.528 -0.033 0.311
C -2.710 0.698 -0.069
C -3.478 -0.363 -0.424
N -2.965 -1.640 -0.489
C -1.797 -1.409 0.193
C 3.165 0.202 -0.263
N 3.624 -1.048 0.071
H 2.222 -2.854 0.450
H 0.051 -1.204 -0.807
H 1.494 2.014 -1.442
H 0.112 0.572 -1.526
H 1.135 1.572 1.233
H -0.523 2.559 0.186
H 0.239 -0.588 1.211
H -0.424 0.626 1.973
H -2.945 1.791 -0.010
H -4.515 -0.147 -0.697
H -1.162 -2.266 0.600
H 3.977 1.185 -0.084
*
```

Calculated values
- SMILES = c1cn(CCCn2ccnc2)cn1
- Kohn-Sham gap (eV) = 9.21
- HOMO (eV) = -8.6

---

*x*
Formula: C9H12N4
Source: OMol25
Level of theory: ωB97M-V/def2-TZVPD

```
! RIJCOSX wB97M-V def2-TZVPD def2/J DEFGRID3
* xyz 0 1
C -3.217 1.068 0.011
C -3.882 -0.180 0.008
N -3.149 -1.240 -0.250
N -1.862 -1.285 -0.396
C -1.126 -0.218 0.029
N 0.100 -0.429 0.475
C 0.924 -1.626 0.076
C 2.274 -0.914 -0.078
C 2.245 0.117 1.139
C 0.931 0.750 0.446
C 1.426 1.094 -0.853
N 2.407 0.055 -1.095
C -1.840 0.962 0.035
H -3.923 1.900 0.339
H -4.924 -0.441 0.037
H 0.438 -1.903 -0.800
H 0.765 -2.481 0.702
H 3.008 -1.694 0.094
H 3.241 0.753 1.228
H 1.943 -0.451 2.086
H 0.414 1.493 1.122
H 2.036 2.065 -0.893
H 0.538 1.126 -1.582
H 2.451 -0.405 -2.061
H -1.218 1.885 0.180
*
```

Calculated values
- SMILES = c1cnnc(N2C[C@@H]3C[C@H]2CN3)c1
- Kohn-Sham gap (eV) = 8.80
- HOMO (eV) = -8.0

---

Looking at the structures above, *x* is most stable, and the difference to the next one is 344.0 kJ/mol.